[1]
ORCA calculation (the ωB97M-V functional and the def2-TZVPD basis) on a cluster of 2 separate species, CHNO3S in total.

```
7
Properties=species:S:1:pos:R:3:forces:R:3:nbo_charge:R:1
C 2.00549 -0.77034 -0.38225 0.5 -1.7 -0.5 0.859
N 1.25427 -0.69203 0.55840 0.0 0.4 -0.4 -0.785
O 2.83302 -1.01110 -1.21115 -1.7 1.2 1.7 -0.529
O -1.60208 2.07576 0.61218 0.0 0.0 -0.3 -0.819
O -2.57848 -0.05979 -0.03954 -0.1 -0.4 -0.1 -0.836
S -2.19325 1.26279 -0.40753 0.2 0.4 0.4 1.656
H 0.28104 -0.80528 0.86987 1.2 0.2 -0.7 0.454
```
Positions in Å, forces in eV/Å.

Its multiplicity is 1. As for the relative energy (zero: lowest compared OMol25 entry of this formula, charge and spin): 4.4 kcal/mol. Its total energy is -717.36009 a.u. Its HOMO-LUMO gap is 9.67 eV.

---

[2]
ORCA calculation (the ωB97M-V functional and the def2-TZVPD basis) on an isolated molecule of CHNO3S2.

```
8
Properties=species:S:1:pos:R:3:forces:R:3:nbo_charge:R:1
O -1.08644 1.55023 -0.23564 0.3 1.6 -0.5 -0.293
N -1.57147 0.50404 -0.07391 0.2 -1.6 0.5 0.751
O -2.65507 0.09439 0.07751 -1.5 0.5 0.0 -0.271
O -0.69712 -0.65702 0.02506 -0.6 -1.3 -0.3 -0.417
C 0.61997 -0.68321 -0.11509 1.9 0.9 0.9 0.017
S 1.35811 -2.13861 -0.08893 -0.3 0.8 -0.2 0.013
S 1.43904 0.93904 0.00274 0.0 -0.8 0.0 0.053
H 2.59298 0.39114 0.40827 0.0 -0.2 -0.3 0.147
```
Positions in Å, forces in eV/Å.

Its multiplicity is 1. As for the relative energy (zero: lowest compared OMol25 entry of this formula, charge and spin): 33.1 kcal/mol. Its total energy is -1115.38170 a.u. As for the SMILES: O=[N+]([O-])OC(=S)S. Its HOMO-LUMO gap is 8.61 eV.

---

[3]
ORCA calculation (the ωB97M-V functional and the def2-TZVPD basis) on a structure of composition CHNO3S3.

```
9
Properties=species:S:1:pos:R:3:forces:R:3:nbo_charge:R:1
C 0.45961 -0.44497 -2.18022 0.9 0.4 -1.0 -0.073
N 1.26559 -0.42445 -3.03524 -1.0 -0.2 0.6 -0.252
O 1.96371 -0.12171 -0.03595 4.3 1.1 -2.0 -0.780
O 0.24078 0.97115 1.31780 1.5 0.0 0.1 -0.880
O -1.13661 -0.85609 1.74813 -1.2 1.0 0.7 -0.935
S -1.16210 0.64130 1.95741 -1.1 -0.6 -2.3 1.380
S -0.65579 -0.42571 -0.96916 -4.0 -0.1 -4.3 0.164
S 0.75960 -0.52650 0.53440 0.7 -0.9 6.3 1.352
H -1.73477 1.18698 0.66283 -0.2 -0.8 2.0 0.025
```
Positions in Å, forces in eV/Å.

Its multiplicity is 3. Its total energy is -1513.45630 a.u. Its expectation value of S² is 2.02. Its HOMO-LUMO gap (alpha / beta) is 5.67 / 6.15 eV.

---

[4]
ORCA calculation (the ωB97M-V functional and the def2-TZVPD basis) on a structure of composition CHNO5S.

```
9
Properties=species:S:1:pos:R:3:forces:R:3:nbo_charge:R:1
C 0.48306 0.33443 -0.37995 -2.8 -1.1 -4.8 -0.487
N 1.43855 -0.41074 0.12302 2.9 -0.6 0.9 0.371
O 2.54451 -0.58147 -0.57972 -1.5 -0.3 0.8 -0.654
O -1.28877 0.89905 1.61247 0.6 -0.1 -0.3 -1.038
O 1.39777 -0.82255 1.32731 0.2 0.3 -0.9 -0.559
O -1.72757 -0.98277 0.09487 0.3 -0.2 0.4 -1.062
O -1.82810 1.25989 -0.75636 0.6 -0.2 0.7 -1.083
S -1.16972 0.37044 0.24842 -2.0 0.5 -0.9 2.350
H 0.15027 -0.06629 -1.69006 1.7 1.7 4.0 0.161
```
Positions in Å, forces in eV/Å.

Its multiplicity is 1. As for the relative energy (zero: lowest compared OMol25 entry of this formula, charge and spin): 29.4 kcal/mol. Its total energy is -867.69069 a.u. As for the net charge: -2. Its HOMO-LUMO gap is 6.85 eV.

---

Q: Which value of multiplicity does entry 2 give?
A: 1